No. 1
A molecular structure, C3H7N3O2 at a distorted geometry. Source: OMol25; level of theory: the ωB97M-V functional and the def2-TZVPD basis.

The value obtained for the LUMO energy is 0.668 eV. The value obtained for the frontier orbital gap is 9.04 eV. As for the relative energy (zero: lowest compared OMol25 entry of this formula, charge and spin): 170.6 kJ/mol.

Atoms and positions in Å:
C  0.994  -0.210  0.472
N  -0.295  -0.799  0.197
C  -1.323  0.053  0.048
N  -2.544  -0.439  -0.282
N  1.991  -0.858  -0.335
C  0.746  1.455  0.143
O  -1.134  1.262  0.333
O  0.981  1.853  -0.968
H  -0.291  -1.695  -0.267
H  1.214  -0.276  1.544
H  -3.362  0.048  0.052
H  -2.757  -1.275  -0.805
H  2.014  -0.440  -1.260
H  2.911  -0.749  0.076
H  0.857  2.071  1.051

No. 2
2 unconnected molecules or ions with the total composition C4H3O2 at a distorted geometry. Source: OMol25; level of theory: the ωB97M-V functional and the def2-TZVPD basis.

The charge is +1. The value obtained for the LUMO energy is -6.276 eV. The value obtained for the frontier orbital gap is 9.97 eV. As for the relative energy (zero: lowest compared OMol25 entry of this formula, charge and spin): 202.6 kJ/mol.

Atoms and positions in Å:
C  0.319  2.090  0.016
C  -0.480  1.204  -0.097
C  0.862  -1.602  -0.018
C  -1.420  0.217  -0.063
O  -2.457  -0.237  0.023
O  -0.321  -1.417  0.049
H  0.821  2.988  0.231
H  1.178  -2.416  -0.561
H  1.498  -0.827  0.419

> What is the formula in the second record?

C4H3O2

> What is the frontier orbital gap in the first record?

9.04 eV

> Number 2 is which compound?

C4H3O2

What did the second record say?
2 unconnected molecules or ions with the total composition C4H3O2 at a distorted geometry. Source: OMol25; level of theory: the ωB97M-V functional and the def2-TZVPD basis.

The charge is +1. The value obtained for the LUMO energy is -6.276 eV. The value obtained for the frontier orbital gap is 9.97 eV. As for the relative energy (zero: lowest compared OMol25 entry of this formula, charge and spin): 202.6 kJ/mol.

Atoms and positions in Å:
C  0.319  2.090  0.016
C  -0.480  1.204  -0.097
C  0.862  -1.602  -0.018
C  -1.420  0.217  -0.063
O  -2.457  -0.237  0.023
O  -0.321  -1.417  0.049
H  0.821  2.988  0.231
H  1.178  -2.416  -0.561
H  1.498  -0.827  0.419